ORCA calculation (ωB97M-V with the def2-TZVPD basis set) on a structure of composition C26H36BrN5O6SW.

As for the highest occupied orbital energy (alpha / beta): -5.622 / -6.234 eV. Its gap between HOMO and LUMO (alpha / beta) is 5.8 / 6.3 eV.

Structure (ORCA input):
```
! wB97M-V def2-TZVPD RIJCOSX def2/J DEFGRID3
* xyz 0 3
W -0.00664 -0.18962 0.62343
C 3.36009 2.11757 -0.83388
C 2.14873 1.45271 -0.27728
N 1.75342 1.41115 0.93581
C 2.49351 2.09819 1.97587
C 1.73657 1.95489 3.29244
N 1.31211 0.57888 3.37132
C 0.52961 0.21404 4.53033
C -0.34855 -1.01792 4.20283
N -0.10375 -1.56048 2.86440
C 0.85675 -2.66946 2.79573
C 2.06511 -2.39302 1.88164
N 1.64278 -1.78383 0.63903
C 1.54432 -2.47390 -0.45160
C 1.76586 -3.95147 -0.59344
C 1.01724 -1.69466 -1.56295
C -0.17354 -2.02022 -2.13545
C -1.17592 -0.97843 -2.22211
C -1.28171 -0.15224 -1.15571
C 1.11138 0.69595 -1.05236
N 1.65818 -0.42177 -1.78963
H 4.24866 1.79570 -0.28935
H 3.28215 3.20308 -0.73820
H 3.47439 1.87042 -1.88655
H 2.62854 3.15310 1.71694
H 3.49073 1.64932 2.07814
H 0.84506 2.58866 3.28339
H 2.37441 2.27507 4.13265
H 2.12021 -0.02923 3.29227
H -0.12184 1.05588 4.76712
H 1.15624 0.02652 5.41454
H -1.39568 -0.72205 4.22689
H -0.20980 -1.79072 4.96830
H -0.99408 -1.95183 2.58335
H 0.33993 -3.55262 2.40948
H 1.23685 -2.91221 3.79381
H 2.59746 -3.33738 1.72437
H 2.76196 -1.70480 2.37211
H 2.80400 -4.20101 -0.36691
H 1.56000 -4.25691 -1.61559
H 1.12478 -4.51196 0.08719
H -0.47698 -3.05769 -2.23672
H -1.93275 -1.01795 -3.00225
H -2.14918 0.50456 -1.17996
C -3.51223 -3.11335 -0.24156
S -2.60886 -2.16799 0.99068
O -3.18151 -0.84651 1.04920
O -2.67514 -2.92153 2.23492
O -1.19748 -2.16711 0.48151
H -4.54912 -3.18527 0.06662
H -3.05463 -4.09511 -0.29520
H -3.41840 -2.58325 -1.18326
Br -2.22599 2.87350 -8.21934
C -1.30095 2.28849 -6.66365
C -0.42820 1.20725 -6.75147
C 0.24370 0.77866 -5.63451
C 0.04991 1.42248 -4.38272
C -0.84633 2.52726 -4.32708
C -1.50622 2.94810 -5.45281
C 0.70559 1.00273 -3.23810
O 1.56750 -0.04682 -3.17574
O 0.54524 1.57955 -2.02928
H -0.28554 0.71110 -7.70127
H 0.92739 -0.05637 -5.68708
H -1.00312 3.01737 -3.37786
H -2.18602 3.78717 -5.40466
C -2.55127 2.18218 3.12311
O -1.64618 1.22074 2.59562
C -1.24735 1.25357 1.31282
C -1.65698 2.47145 0.52534
H -3.43729 2.27797 2.49540
H -2.07811 3.16467 3.22913
H -2.84986 1.81645 4.10298
H -1.30841 3.37854 1.02920
H -2.74307 2.54311 0.42084
H -1.21170 2.43864 -0.46523
*
```

Atomic partial charges in e from the Mulliken method, atoms 1 to 2:
1. W 1.93
2. C -2.16